Model i:
Formula: C3H9N2
Source: the Open Molecules 2025 dataset
Level of theory: ωB97M-V/def2-TZVPD

As for the net charge: +1. The SMILES is CC/[NH+]=C/N.

Element x y z (Å)
C1 1.20 1.19 -1.49
C2 1.16 0.27 -0.21
N1 -0.25 0.07 0.30
C3 -0.83 -0.99 0.70
N2 -2.04 -1.24 1.27
H1 1.74 0.76 -2.37
H2 0.21 1.57 -1.84
H3 1.73 2.05 -1.29
H4 1.36 -0.82 -0.31
H5 1.62 0.75 0.74
H6 -0.79 0.91 0.53
H7 -0.34 -1.96 0.54
H8 -2.61 -0.49 1.58
H9 -2.16 -2.06 1.85



Model ii:
Formula: C3H9N2
Source: the Open Molecules 2025 dataset
Level of theory: ωB97M-V/def2-TZVPD

As for the net charge: +1.

Element x y z (Å)
C1 -1.25 -0.28 0.62
C2 -1.07 0.21 -0.77
N1 0.29 0.16 -1.13
C3 1.15 -0.36 -0.12
N2 0.88 0.29 1.18
H1 -0.23 0.46 1.33
H2 -1.32 -1.34 0.76
H3 -1.96 0.19 1.29
H4 -1.44 1.22 -0.98
H5 -1.66 -0.52 -1.33
H6 0.71 0.87 -1.66
H7 1.17 -1.45 -0.08
H8 1.18 -0.28 1.93
H9 2.13 0.09 -0.36



Model iii:
Formula: C3H9N2
Source: the Open Molecules 2025 dataset
Level of theory: ωB97M-V/def2-TZVPD

As for the net charge: +1. The SMILES is C=C[NH2+]CN.

Element x y z (Å)
C1 0.70 -2.40 0.29
C2 0.64 -1.03 0.39
N1 -0.59 -0.21 0.11
C3 -0.25 1.38 0.19
N2 -0.24 2.23 -0.90
H1 1.36 -2.98 1.00
H2 0.06 -2.88 -0.43
H3 1.59 -0.57 0.65
H4 -0.87 -0.45 -0.92
H5 -1.33 -0.73 0.85
H6 -1.06 1.61 0.91
H7 0.75 1.36 0.77
H8 0.45 2.25 -1.62
H9 -1.21 2.41 -1.30



Which structure is most stable? model i, by 2.380 eV over the runner-up.



Model i:
Formula: C3H9N2
Source: the Open Molecules 2025 dataset
Level of theory: ωB97M-V/def2-TZVPD

As for the net charge: +1.

Element x y z (Å)
C1 1.48 0.64 -0.52
C2 0.64 -0.65 -0.65
N1 -0.43 -0.02 1.71
C3 -1.34 0.01 0.67
N2 -0.78 -0.39 -0.56
H1 1.17 1.13 0.41
H2 2.54 0.44 -0.65
H3 1.22 1.21 -1.41
H4 0.75 -1.16 -1.61
H5 0.90 -1.45 0.06
H6 -1.69 1.07 0.60
H7 -0.89 0.49 2.48
H8 -2.25 -0.62 0.81
H9 -1.30 -0.70 -1.35



Model ii:
Formula: C3H9N2
Source: the Open Molecules 2025 dataset
Level of theory: ωB97M-V/def2-TZVPD

As for the net charge: +1.

Element x y z (Å)
C1 2.22 0.23 -0.60
C2 1.18 0.01 1.01
C3 -2.27 -0.32 -0.12
N1 0.82 -0.18 -0.29
N2 2.44 0.29 0.80
H1 2.73 -0.71 -1.01
H2 2.48 1.11 -1.21
H3 0.70 -0.13 1.90
H4 -1.61 -0.51 -1.06
H5 -3.12 -0.82 -0.16
H6 -1.73 -0.64 0.71
H7 -0.01 -0.55 -0.69
H8 3.21 0.86 1.30
H9 -2.60 0.74 -0.12



Model iii:
Formula: C3H9N2
Source: the Open Molecules 2025 dataset
Level of theory: ωB97M-V/def2-TZVPD

As for the net charge: +1.

Element x y z (Å)
C1 0.94 0.98 -0.07
C2 0.71 0.89 -1.37
C3 1.40 -0.99 1.04
N1 0.56 -0.05 0.86
H1 1.51 1.79 0.37
H2 0.24 0.03 -1.84
H3 1.05 1.68 -2.02
H4 1.18 -1.80 1.72
H5 2.35 -1.01 0.51
N2 -2.00 -0.34 0.17
H6 -0.97 -0.37 0.58
H7 -1.93 0.01 -0.79
H8 -2.57 -1.18 0.13
H9 -2.48 0.36 0.72



Which structure is most stable? model iii, by 1.170 eV over the runner-up.



Model i:
Formula: C3H9N2
Source: the Open Molecules 2025 dataset
Level of theory: ωB97M-V/def2-TZVPD

As for the net charge: +1.

Element x y z (Å)
C1 1.46 -0.32 0.67
C2 1.00 0.62 -0.38
N1 -1.53 0.17 0.96
C3 -1.43 -0.38 -0.28
N2 -0.20 0.16 -1.11
H1 1.77 -1.37 0.29
H2 0.66 -0.50 1.43
H3 2.43 0.02 1.08
H4 1.72 0.85 -1.21
H5 0.65 1.53 0.15
H6 -1.27 -1.50 -0.47
H7 -2.35 -0.01 1.55
H8 -2.42 -0.10 -0.89
H9 -0.50 0.83 -1.79



Model ii:
Formula: C3H9N2
Source: the Open Molecules 2025 dataset
Level of theory: ωB97M-V/def2-TZVPD

As for the net charge: +1. The SMILES is CC/[NH+]=C/N.

Element x y z (Å)
C1 0.12 1.60 -1.36
C2 0.36 1.07 0.03
N1 0.45 -0.43 0.04
C3 -0.50 -1.00 0.71
N2 -0.65 -2.31 0.97
H1 -0.77 2.13 -1.62
H2 0.22 0.73 -2.06
H3 0.90 2.33 -1.54
H4 -0.39 1.49 0.82
H5 1.23 1.49 0.46
H6 1.39 -0.87 0.09
H7 -1.43 -0.53 1.06
H8 0.20 -2.91 0.76
H9 -1.12 -2.79 1.63



Model iii:
Formula: C3H9N2
Source: the Open Molecules 2025 dataset
Level of theory: ωB97M-V/def2-TZVPD

As for the net charge: +1.

Element x y z (Å)
C1 0.77 1.15 -0.68
C2 0.50 -0.06 0.28
C3 -0.94 -0.76 0.00
N1 -1.30 -0.67 -1.25
N2 1.05 0.26 1.56
H1 1.20 0.74 -1.58
H2 -0.13 1.74 -0.81
H3 1.46 1.79 -0.16
H4 -1.23 -1.63 0.60
H5 -1.74 -1.52 -1.65
H6 1.07 -0.86 -0.23
H7 0.82 -0.35 2.36
H8 0.06 0.78 1.33
H9 -1.82 0.05 -0.07



Which structure is most stable? model ii, by 5.126 eV over the runner-up.



Model i:
Formula: C3H9N2
Source: the Open Molecules 2025 dataset
Level of theory: ωB97M-V/def2-TZVPD

As for the net charge: +1.

Element x y z (Å)
C1 -0.62 -1.10 0.92
C2 0.38 -1.10 -0.35
N1 0.55 1.28 0.78
C3 -0.06 1.30 -0.48
N2 0.01 -0.02 -1.09
H1 -1.58 -0.61 0.64
H2 -0.14 -0.57 1.80
H3 -0.79 -2.13 1.32
H4 0.61 -2.07 -0.88
H5 1.33 -0.72 0.07
H6 -1.16 1.58 -0.30
H7 0.89 2.23 0.88
H8 0.29 2.02 -1.29
H9 0.30 -0.10 -2.03



Model ii:
Formula: C3H9N2
Source: the Open Molecules 2025 dataset
Level of theory: ωB97M-V/def2-TZVPD

As for the net charge: +1. The SMILES is CN1C[C@H]1[NH3+].

Element x y z (Å)
C1 -1.77 -0.47 -0.81
N1 -0.60 -0.63 0.13
C2 -0.23 0.63 0.86
C3 0.69 0.39 -0.30
N2 1.86 -0.29 0.32
H1 -2.66 -0.21 -0.12
H2 -1.60 0.29 -1.51
H3 -1.95 -1.49 -1.27
H4 0.31 0.64 1.79
H5 -0.96 1.53 0.75
H6 0.59 0.96 -1.25
H7 1.38 -0.78 1.00
H8 2.56 0.38 0.62
H9 2.40 -0.93 -0.23



Which structure is most stable? model ii, by 2.709 eV over the runner-up.



Model i:
Formula: H17O9
Source: the Open Molecules 2025 dataset
Level of theory: ωB97M-V/def2-TZVPD

As for the net charge: -1.

Element x y z (Å)
O1 0.99 -2.43 0.73
H1 -0.13 -0.34 -1.78
H2 0.73 2.33 2.29
O2 3.10 1.58 -0.34
H3 -1.54 2.39 -2.08
O3 -1.17 -0.51 2.89
H4 -1.00 -0.87 3.77
H5 -0.33 -0.50 2.44
O4 -2.12 1.61 -2.05
H6 0.80 2.64 -0.34
H7 -2.09 -0.04 -0.33
O5 0.14 1.60 2.53
H8 0.21 -2.91 0.44
H9 -2.80 1.87 -1.41
O6 0.23 1.95 0.00
H10 -3.21 -0.95 -1.14
H11 2.25 1.34 0.08
O7 0.16 -0.80 -0.98
H12 0.25 0.01 -0.42
H13 3.64 0.82 -0.59
O8 1.06 -2.89 -2.15
H14 0.71 -2.12 -1.61
H15 1.94 -2.90 -1.74
O9 -2.41 -0.90 -0.63
H16 -0.10 1.58 1.52
H17 0.70 -1.55 0.93



Model ii:
Formula: H17O9
Source: the Open Molecules 2025 dataset
Level of theory: ωB97M-V/def2-TZVPD

As for the net charge: -1.

Element x y z (Å)
O1 -0.08 6.07 -35.12
H1 0.28 5.42 -34.50
O2 -0.96 6.88 -32.94
H2 -0.20 7.30 -32.54
H3 -0.65 6.74 -33.86
O3 2.08 6.89 -34.02
H4 2.21 6.35 -33.20
H5 1.24 6.59 -34.44
O4 -0.31 8.83 -34.99
H6 -0.16 7.89 -35.16
H7 -1.11 8.88 -34.47
O5 -1.37 4.22 -33.02
H8 -1.87 4.24 -32.17
H9 -1.02 5.13 -33.01
O6 0.14 6.17 -37.70
H10 0.72 5.48 -38.08
H11 0.08 6.06 -36.74
O7 3.07 4.34 -36.14
H12 2.14 4.14 -36.01
H13 3.57 4.33 -35.30
O8 0.62 3.69 -35.79
H14 0.59 3.45 -34.87
H15 0.24 4.60 -35.61
O9 -2.65 6.83 -35.56
H16 -2.32 7.48 -36.13
H17 -1.85 6.33 -35.29



Which structure is most stable? model ii, by 1.215 eV over the runner-up.



Model i:
Formula: C2H9N3
Source: the Open Molecules 2025 dataset
Level of theory: ωB97M-V/def2-TZVPD

As for the net charge: 0. The SMILES is CNNNC.

Element x y z (Å)
C1 -1.79 0.68 0.09
N1 -1.47 -0.74 -0.02
N2 -0.14 -0.89 0.38
N3 0.85 -0.52 -0.49
C2 1.73 0.32 0.20
H1 -1.37 1.00 1.15
H2 -1.26 1.31 -0.72
H3 -2.79 0.87 -0.08
H4 -1.80 -1.11 -0.95
H5 0.05 -1.77 0.85
H6 1.22 -1.18 -1.18
H7 1.20 1.24 0.52
H8 2.21 -0.15 1.08
H9 2.58 0.59 -0.42



Model ii:
Formula: C2H9N3
Source: the Open Molecules 2025 dataset
Level of theory: ωB97M-V/def2-TZVPD

As for the net charge: 0. The SMILES is [H]/N=N\C.CN.

Element x y z (Å)
H1 0.40 1.98 -0.31
N1 0.25 1.38 0.54
N2 -0.86 0.77 0.56
C1 -1.71 0.85 -0.61
H2 -2.58 1.47 -0.39
H3 -2.06 -0.16 -0.85
H4 -1.21 1.25 -1.51
C2 1.59 -0.97 0.08
N3 0.44 -1.64 0.56
H5 1.38 0.26 0.38
H6 2.53 -1.42 0.40
H7 1.57 -0.89 -1.01
H8 0.61 -1.95 1.51
H9 -0.35 -0.93 0.64



Which structure is most stable? model i, by 0.315 eV over the runner-up.